{
  "formula": "C33H24Br4N10O3SSn",
  "method": "ωB97M-V/def2-TZVPD",
  "species": ["Sn", "C", "N", "C", "N", "C", "N", "C", "C", "C", "C", "C", "C", "C", "N", "N", "C", "O", "C", "C", "C", "C", "C", "C", "N", "C", "N", "C", "N", "C", "H", "H", "H", "H", "H", "H", "H", "H", "H", "H", "H", "H", "H", "H", "H", "H", "Br", "C", "C", "Br", "C", "Br", "C", "O", "C", "O", "C", "Br", "N", "C", "S", "N", "C", "C", "C", "C", "C", "C", "H", "H", "H", "H", "H", "H", "H", "H"],
  "xyz": [[-0.3946, -1.9558, 0.5348], [4.3574, 0.6472, -1.7306], [3.3382, 0.1739, -0.7974], [2.0740, -0.1369, -1.0278], [1.5173, -0.5933, 0.0939], [2.5359, -0.5096, 0.9991], [3.6459, -0.0422, 0.4981], [4.4185, 2.1479, -1.8897], [5.4643, 2.6677, -2.6469], [5.5610, 4.0330, -2.8604], [4.6092, 4.8908, -2.3308], [3.5627, 4.3708, -1.5790], [3.4719, 3.0002, -1.3478], [2.5412, 5.2832, -1.0581], [2.4564, 6.5538, -1.2069], [1.2796, 6.9449, -0.5562], [0.7649, 5.8740, -0.0767], [1.5043, 4.7603, -0.3460], [-0.4794, 5.7094, 0.6786], [-1.2944, 6.8137, 0.9201], [-2.4790, 6.6472, 1.6156], [-2.8554, 5.3883, 2.0701], [-2.0362, 4.2929, 1.8408], [-2.4127, 2.9435, 2.3919], [-2.1824, 1.8585, 1.4361], [-1.2306, 0.9442, 1.4396], [-1.3668, 0.1569, 0.3730], [-2.4555, 0.6804, -0.2623], [-2.9632, 1.7171, 0.3440], [-0.8483, 4.4555, 1.1420], [4.1571, 0.1686, -2.6906], [5.2980, 0.2511, -1.3509], [1.6052, -0.0497, -1.9942], [2.4507, -0.8030, 2.0331], [6.2100, 2.0046, -3.0687], [6.3784, 4.4305, -3.4455], [4.6631, 5.9576, -2.4973], [2.6534, 2.6192, -0.7508], [-0.9910, 7.7856, 0.5564], [-3.1189, 7.4986, 1.7997], [-3.7894, 5.2653, 2.6041], [-3.4664, 2.9070, 2.6624], [-1.8255, 2.6940, 3.2777], [-0.4872, 0.8641, 2.2168], [-2.8650, 0.2863, -1.1762], [-0.1985, 3.6100, 0.9508], [-8.0206, -3.7466, 0.5956], [-6.1963, -3.7400, 0.2818], [-5.5842, -4.9422, -0.3991], [-6.7182, -6.3254, -0.8698], [-4.2634, -5.0309, -0.6647], [-3.4649, -6.5138, -1.4838], [-3.3804, -3.9382, -0.2839], [-2.1775, -3.9108, -0.4318], [-4.0102, -2.6962, 0.3982], [-3.2449, -1.8005, 0.6756], [-5.4509, -2.6803, 0.6567], [-6.1022, -1.1466, 1.4762], [-0.3931, -4.8460, -3.1356], [0.0844, -4.4589, -1.9621], [0.5773, -2.8064, -1.7901], [0.1923, -5.3567, -0.9919], [0.6726, -5.1579, 0.3425], [-0.1151, -5.6545, 1.3714], [0.2975, -5.5022, 2.6871], [1.4919, -4.8558, 2.9705], [2.2870, -4.3899, 1.9310], [1.8913, -4.5462, 0.6097], [-0.4828, -4.1682, -3.8740], [-0.6272, -5.8058, -3.3365], [-0.2742, -6.2423, -1.1397], [-1.0520, -6.1508, 1.1453], [-0.3143, -5.8938, 3.4880], [1.8178, -4.7434, 3.9950], [3.2432, -3.9301, 2.1442], [2.5388, -4.2270, -0.1935]],
  "homo_energy_ha": -0.4563,
  "charge": 2
}

---

{
  "formula": "H12O6",
  "method": "ωB97M-V/def2-TZVPD",
  "species": ["O", "H", "H", "O", "H", "H", "O", "H", "H", "O", "H", "H", "O", "H", "H", "O", "H", "H"],
  "xyz": [[1.1560, -1.3984, -2.4802], [0.8170, -1.0324, -3.3112], [1.3190, -2.3054, -2.6752], [-2.3620, -0.5584, 3.8008], [-1.9080, -1.0104, 3.0778], [-3.2670, -0.7184, 3.5048], [-0.7260, -1.7624, 1.9478], [0.0490, -2.1284, 2.3738], [-0.9690, -2.4434, 1.2898], [1.9200, 1.7966, -2.7752], [1.8920, 2.6256, -3.2072], [1.1380, 1.7786, -2.2252], [0.4490, 0.2816, 0.4148], [0.6370, -0.4034, -0.2332], [0.0980, -0.2304, 1.1238], [-0.1610, 2.8606, -0.1062], [-0.5640, 2.3846, -0.7862], [0.4820, 2.2646, 0.2668]],
  "smiles": "O.O.O.O.O.O",
  "homo_energy_ha": -0.3953
}